This record from the Open Molecules 2025 dataset describes a cluster of 3 separate species, C27H59FN2O14P2S2 in total at a distorted geometry. The level of theory is ωB97M-V/def2-TZVPD.

Structure (ORCA input):
```
! wB97M-V def2-TZVPD RIJCOSX def2/J DEFGRID3
* xyz 0 1
C -1.3718 -8.0331 3.5142
C -2.8959 -8.4712 3.2023
C -3.6151 -7.3828 2.2213
N -3.8809 -6.1488 3.0203
C -3.3198 -4.9294 2.3341
O -1.9426 -4.8402 2.7836
S -1.2348 -3.3476 2.4876
O -1.2328 -2.6337 3.8322
O 0.2387 -3.4648 2.1177
C -2.2131 -2.4069 1.1858
C -1.6482 -0.9126 0.9254
O -0.8765 -0.3568 2.0093
C 0.5316 -0.2522 1.6894
C 1.3081 -0.2572 3.1186
C -2.0579 -3.2018 -0.2005
C -3.4175 -3.5100 -0.9899
F -1.3965 -4.5049 -0.0573
C -3.7059 -2.2871 1.7692
S -3.8820 -0.8759 3.0296
C -4.2204 -3.6226 2.6070
N -4.1497 -3.3654 4.0642
C -5.6892 -3.9505 2.0406
C -6.6776 -4.6707 3.0664
O -7.4565 -3.6469 3.8103
C -7.5504 -4.0968 5.1726
O -7.2963 -3.3405 6.1459
H -0.9162 -7.6347 2.5381
H -1.3092 -7.2597 4.3668
H -0.7554 -8.9349 3.8739
H -2.9179 -9.4800 2.6650
H -3.4806 -8.5233 4.1841
H -4.5585 -7.8955 1.8220
H -2.8755 -7.2329 1.3548
H -3.4400 -6.2806 3.9403
H -3.4372 -5.1668 1.2104
H -2.4932 -0.1570 0.6928
H -0.9533 -0.8455 0.0006
H 0.9438 -1.1052 1.0560
H 0.7279 0.7919 1.2428
H 0.8511 0.5359 3.8258
H 2.4195 -0.0266 3.0159
H 1.1351 -1.2828 3.6136
H -1.3891 -2.6665 -0.9766
H -4.2728 -3.9002 -0.3510
H -3.1851 -4.3446 -1.7563
H -3.7519 -2.6073 -1.6061
H -4.4915 -1.9941 0.9740
H -5.2268 -0.5143 2.9090
H -5.0371 -3.0725 4.4827
H -3.6798 -4.1114 4.5875
H -5.5510 -4.7021 1.1693
H -6.2511 -3.0541 1.6097
H -6.1687 -5.3158 3.8547
H -7.4584 -5.3454 2.5427
H -7.8880 -5.1626 5.4493
O 0.3625 -0.1533 -3.0859
P 1.2537 0.1895 -4.2865
O 2.6597 -0.4344 -3.6760
C 2.8289 -1.8428 -3.6520
C 3.1779 -2.3701 -5.0309
O 1.5105 1.7639 -3.8115
C 0.4795 2.4984 -3.1580
C 0.7905 2.6058 -1.6785
O 2.1328 0.5508 -5.7096
C 1.8926 1.7597 -6.4270
C 3.0677 2.6996 -6.2139
H 1.9276 -2.3277 -3.2623
H 3.6465 -2.0582 -2.9606
H 2.3360 -2.2453 -5.7186
H 3.4302 -3.4318 -4.9870
H 4.0234 -1.8211 -5.4526
H -0.5031 2.0523 -3.3312
H 0.4556 3.4997 -3.5996
H 0.9076 1.6205 -1.2200
H -0.0019 3.1426 -1.1508
H 1.7344 3.1362 -1.5263
H 0.9463 2.2188 -6.1364
H 1.8239 1.5061 -7.4875
H 3.1929 2.9557 -5.1606
H 2.9338 3.6248 -6.7788
H 4.0008 2.2234 -6.5280
O 3.4801 5.2898 -0.7859
P 4.5245 6.4110 -0.8166
O 4.5995 6.6588 0.8179
C 5.2919 5.7160 1.6209
C 6.7924 5.9077 1.5093
O 3.4150 7.6095 -1.1399
C 2.2860 7.3448 -1.9670
C 1.0420 7.2207 -1.1088
O 5.7467 7.5994 -0.9660
C 5.7244 8.5369 -2.0405
C 5.3392 9.9018 -1.4944
H 5.0042 4.6963 1.3438
H 4.9783 5.8796 2.6542
H 7.1413 5.6610 0.5020
H 7.3186 5.2674 2.2206
H 7.0649 6.9487 1.6994
H 2.4393 6.4555 -2.5834
H 2.1733 8.1907 -2.6525
H 1.1523 6.4396 -0.3525
H 0.1664 6.9907 -1.7210
H 0.8582 8.1545 -0.5710
H 5.0562 8.2154 -2.8411
H 6.7341 8.5883 -2.4547
H 4.3465 9.8892 -1.0420
H 5.3462 10.6542 -2.2862
H 6.0327 10.2087 -0.7065
*
```

## Properties
DFT total energy = -103558.230 eV
LUMO level = -1.5 eV
E_HOMO = -8.334 eV
structure (SMILES) = CCCN[C@@H]1OS(=O)(=O)[C@@](COCC)([C@H](C)F)[C@H](S)[C@@]1(N)CCOC=O.CCOP(=O)(OCC)OCC.CCOP(=O)(OCC)OCC
F_max = 0.177 hartree/bohr

These are the Mulliken partial charges, in e, on atoms 1 to 99: atom 1 (C): -0.699, atom 2 (C): -0.765, atom 3 (C): -0.258, atom 4 (N): 0.168, atom 5 (C): -1.771, atom 6 (O): -0.182, atom 7 (S): 1.026, atom 8 (O): -0.584, atom 9 (O): -0.726, atom 10 (C): 1.377, atom 11 (C): -0.912, atom 12 (O): -0.299, atom 13 (C): 0.072, atom 14 (C): -1.160, atom 15 (C): 0.293, atom 16 (C): -1.232, atom 17 (F): -0.341, atom 18 (C): -1.156, atom 19 (S): -0.186, atom 20 (C): 1.442, atom 21 (N): -0.275, atom 22 (C): -0.872, atom 23 (C): -0.633, atom 24 (O): -0.348, atom 25 (C): 0.245, atom 26 (O): -0.488, atom 27 (H): 0.164, atom 28 (H): 0.168, atom 29 (H): 0.375, atom 30 (H): 0.383, atom 31 (H): 0.311, atom 32 (H): 0.246, atom 33 (H): 0.213, atom 34 (H): 0.403, atom 35 (H): 0.161, atom 36 (H): 0.229, atom 37 (H): 0.197, atom 38 (H): 0.317, atom 39 (H): 0.131, atom 40 (H): 0.266, atom 41 (H): 0.360, atom 42 (H): 0.235, atom 43 (H): 0.223, atom 44 (H): 0.209, atom 45 (H): 0.410, atom 46 (H): 0.318, atom 47 (H): 0.605, atom 48 (H): 0.173, atom 49 (H): 0.237, atom 50 (H): 0.247, atom 51 (H): 0.362, atom 52 (H): 0.373, atom 53 (H): 0.331, atom 54 (H): 0.278, atom 55 (H): 0.356, atom 56 (O): -0.593, atom 57 (P): 0.958, atom 58 (O): -0.307, atom 59 (C): -0.208, atom 60 (C): -1.053, atom 61 (O): -0.370, atom 62 (C): -0.475, atom 63 (C): -0.733, atom 64 (O): -0.342, atom 65 (C): -0.148, atom 66 (C): -1.108, atom 67 (H): 0.192, atom 68 (H): 0.322, atom 69 (H): 0.263, atom 70 (H): 0.421, atom 71 (H): 0.235, atom 72 (H): 0.345, atom 73 (H): 0.378, atom 74 (H): 0.022, atom 75 (H): 0.446, atom 76 (H): 0.197, atom 77 (H): 0.252, atom 78 (H): 0.361, atom 79 (H): 0.245, atom 80 (H): 0.375, atom 81 (H): 0.325, atom 82 (O): -0.715, atom 83 (P): 1.128, atom 84 (O): -0.305, atom 85 (C): -0.291, atom 86 (C): -1.004, atom 87 (O): -0.401, atom 88 (C): -0.315, atom 89 (C): -1.209, atom 90 (O): -0.358, atom 91 (C): -0.163, atom 92 (C): -1.124, atom 93 (H): 0.249, atom 94 (H): 0.322, atom 95 (H): 0.261, atom 96 (H): 0.409, atom 97 (H): 0.235, atom 98 (H): 0.331, atom 99 (H): 0.367